{"formula": "C4H3ClOS", "method": "wB97M-V/def2-TZVPD", "homo_energy_ev": -9.2, "orbital_gap_ev": 8.4, "lumo_energy_ev": -0.8, "energy_ha": -1087.75844, "smiles": "O=C=C[C@@H](Cl)C=S", "elements": ["Cl", "S", "O", "C", "C", "C", "C", "H", "H", "H"], "positions_angstrom": [[0.3530, -1.3483, -1.5813], [-0.7321, 2.2164, -0.4700], [-2.4107, -1.3829, 1.1149], [0.6106, -0.1750, -0.2269], [-1.3234, -0.9559, 1.0858], [0.4058, 1.1519, -0.9264], [-0.1053, -0.5512, 1.0198], [1.6529, -0.3879, -0.1296], [0.4777, -0.0981, 1.7510], [1.0715, 1.5310, -1.6373]], "atomic_forces_ev_per_a": [[-0.6, -0.5, -0.5], [0.2, -0.5, -0.2], [1.5, 0.5, 0.0], [0.0, -0.8, -2.2], [-2.9, -1.0, 0.2], [-1.9, 0.9, 2.7], [1.5, 1.1, -1.7], [0.8, 0.5, 0.7], [0.1, 0.2, 2.2], [1.3, -0.4, -1.2]]}

***

{"formula": "C4H3ClOS2", "method": "wB97M-V/def2-TZVPD", "homo_energy_ev": -9.2, "orbital_gap_ev": 7.6, "lumo_energy_ev": -1.6, "energy_ha": -1485.93850, "smiles": "S=CO/C(C=S)=C/Cl", "elements": ["Cl", "S", "S", "O", "C", "C", "C", "C", "H", "H", "H"], "positions_angstrom": [[2.9136, -0.8878, -0.2341], [-3.2672, -1.1669, -0.1313], [-0.5766, 2.5650, -0.0917], [-0.9046, -0.3122, 0.7468], [0.4254, -0.0040, 0.4174], [-1.8182, -0.4631, -0.2885], [0.6415, 1.4795, 0.1719], [1.3031, -1.0019, 0.2698], [1.6083, 1.8126, -0.0628], [-1.4302, 0.0047, -1.2306], [1.1050, -2.0257, 0.4331]], "atomic_forces_ev_per_a": [[0.7, 0.7, -0.1], [1.0, 0.5, 0.0], [1.1, -1.2, 0.6], [-0.3, -0.8, -0.4], [-0.9, 1.7, -0.5], [0.7, 0.5, 0.0], [-2.4, -0.8, -0.7], [-0.2, 0.7, 0.0], [1.5, 0.1, 0.1], [-0.4, -0.6, 0.7], [-1.0, -0.8, 0.3]]}

***

{"formula": "C4H3CsMgO", "method": "wB97M-V/def2-TZVPD", "homo_energy_ev": [-10.5, -10.5], "orbital_gap_ev": [4.9, 4.9], "lumo_energy_ev": [-5.6, -5.6], "energy_ha": -449.04557, "s_squared": 1.724, "multiplicity": 2, "charge": 1, "elements": ["Cs", "Mg", "O", "C", "C", "C", "C", "H", "H", "H"], "positions_angstrom": [[-0.2579, 1.4523, 1.8729], [0.5758, -1.4304, -1.3379], [0.0413, -1.2595, 0.5064], [0.2782, 1.3468, -2.9837], [-0.3551, 2.6683, -1.2535], [0.2069, -2.2375, 1.4218], [-0.6799, 1.8506, -2.2826], [-0.6826, -2.8222, 1.6729], [1.1294, -2.1735, 2.0078], [1.0620, 2.4596, -2.1265]], "atomic_forces_ev_per_a": [[0.0, 0.0, 0.0], [-0.4, 0.8, 0.0], [0.3, -0.2, -0.7], [2.9, -0.4, 0.1], [1.2, -1.2, -2.0], [-0.1, 0.6, 0.1], [-4.4, 0.9, 2.2], [0.5, 0.0, 0.1], [-0.4, -0.4, 0.0], [0.3, -0.1, 0.3]]}

***

{"formula": "C4H3CuO", "method": "wB97M-V/def2-TZVPD", "homo_energy_ev": [-14.4, -14.6], "orbital_gap_ev": [8.8, 7.2], "lumo_energy_ev": [-5.6, -7.4], "energy_ha": -1869.44856, "s_squared": 0.812, "multiplicity": 2, "charge": 1, "elements": ["Cu", "O", "C", "C", "C", "C", "H", "H", "H"], "positions_angstrom": [[1.0772, 1.8050, 0.2044], [2.4909, 0.5365, 0.0908], [0.4377, -0.4662, 0.0849], [1.7604, -0.5518, 0.3158], [-0.8141, -0.2159, -0.0451], [-2.1224, -0.0393, -0.1113], [-2.5654, 0.9546, -0.0346], [2.5253, -1.1201, -0.3656], [-2.7896, -0.9028, -0.1392]], "atomic_forces_ev_per_a": [[-0.5, 1.1, 0.0], [-1.4, 0.2, 2.2], [-4.3, 0.5, 0.5], [5.7, 0.8, -5.4], [2.8, -0.6, 0.5], [-0.7, 0.0, 0.2], [0.1, -0.3, -0.1], [-1.8, -2.0, 2.3], [0.2, 0.2, -0.2]]}

***

{"formula": "C4H3DyFO5", "method": "wB97M-V/def2-TZVPD", "homo_energy_ev": [-14.8, -14.1], "orbital_gap_ev": [8.6, 6.7], "lumo_energy_ev": [-6.2, -7.4], "energy_ha": -1515.03681, "s_squared": 9.436, "multiplicity": 6, "charge": 1, "elements": ["Dy", "F", "O", "O", "O", "O", "O", "C", "C", "C", "C", "H", "H", "H"], "positions_angstrom": [[0.5322, -2.4144, -0.0100], [0.6250, 2.0311, 1.2226], [-1.8638, -0.0483, -0.3840], [2.4335, -1.5245, -0.0524], [2.6278, 0.3627, -1.2533], [0.9921, 0.0357, 0.2760], [-2.2841, -1.9422, -1.3857], [-1.5006, -1.3659, -0.6553], [0.1816, 1.1556, 0.2630], [-1.2215, 0.6862, 0.6366], [2.2271, -0.3061, -0.3292], [0.2460, 1.6439, -0.7177], [-1.8334, 1.5772, 0.8175], [-1.1618, 0.1090, 1.5719]], "atomic_forces_ev_per_a": [[0.2, -0.3, 0.2], [-0.3, -0.5, -0.3], [0.8, -1.2, -0.1], [0.7, -1.5, 1.0], [0.2, -0.4, 2.0], [-0.5, -2.3, 1.8], [2.5, -0.2, 1.4], [-3.9, 1.9, -1.5], [0.1, 1.3, -0.5], [0.4, 0.5, 0.6], [-0.3, 2.8, -4.4], [-0.1, 0.0, 0.2], [0.1, -0.3, -0.1], [0.0, 0.2, -0.1]]}

***

{"formula": "C4H3F13FeN3O19S7", "method": "wB97M-V/def2-TZVPD", "homo_energy_ev": [-4.3, -4.2], "orbital_gap_ev": [7.9, 6.5], "lumo_energy_ev": [3.6, 2.4], "energy_ha": -7097.22791, "s_squared": 8.760, "multiplicity": 6, "charge": -2, "elements": ["Fe", "S", "S", "S", "S", "S", "S", "S", "F", "F", "F", "F", "F", "F", "F", "F", "F", "F", "F", "F", "F", "O", "O", "O", "O", "O", "O", "O", "O", "O", "O", "O", "O", "O", "O", "O", "O", "O", "O", "O", "N", "N", "N", "C", "C", "C", "C", "H", "H", "H"], "positions_angstrom": [[0.1069, 0.3376, -0.2710], [-3.3141, -0.0461, -0.2819], [-0.1685, 3.4603, 0.2434], [1.0356, 2.5850, 2.0390], [-0.3701, -1.5572, 2.4589], [-0.3951, -2.9953, -1.0637], [-0.2204, 0.8650, -3.4610], [1.9297, 1.3634, -2.7457], [-3.7987, 1.8658, 1.4507], [-1.7272, -3.3393, -3.3708], [0.6228, -0.1439, 4.5488], [1.7879, 1.2311, 2.3916], [-4.2560, 2.5338, -0.5284], [-1.3482, -0.2305, -2.9441], [-1.1635, 2.8122, -0.8010], [-5.5892, 1.1762, 0.6012], [-0.9069, -1.6150, 5.0825], [-0.1528, -4.7432, -3.1310], [2.4517, 1.9620, -1.3268], [0.4489, -2.6413, -3.5192], [-1.4224, 0.3244, 4.1047], [2.0987, 3.5888, 1.9313], [-1.0734, 4.1133, 1.1508], [-1.0435, 2.0203, -3.6130], [0.6391, -3.7845, -0.4427], [-0.1491, -0.5019, 1.4122], [-1.5996, -2.3095, 2.1250], [1.7705, 2.5957, -3.5204], [2.9520, 0.3675, -3.0689], [-1.7404, -3.2357, -0.4942], [0.8270, -2.4060, 2.6382], [-1.8863, 0.2877, -0.1970], [2.2576, -0.4212, 0.1914], [-3.5462, -1.2188, 0.5745], [3.7919, -1.8155, -0.7114], [0.8220, 4.1774, -0.5683], [0.1606, 2.6775, 3.1745], [0.2671, 0.1635, -4.6263], [-3.7295, -0.3303, -1.6409], [-0.1361, -1.5294, -0.9590], [0.3140, 1.9743, 0.6137], [3.3709, -1.1122, 0.1743], [0.5263, 0.7243, -2.0619], [4.0963, -1.1512, 1.4764], [-0.4431, -3.4426, -2.9155], [-0.5590, -0.6623, 4.1889], [-4.3664, 1.4982, 0.3009], [3.4064, -1.1856, 2.3195], [4.7198, -2.0414, 1.5589], [4.7014, -0.2453, 1.5128]], "atomic_forces_ev_per_a": [[-2.5, -4.6, 1.2], [-1.2, -4.9, -0.9], [-2.2, 2.0, -6.3], [2.9, -2.6, 4.4], [-0.8, -3.8, -1.6], [-3.5, -0.2, 3.9], [-8.9, -4.0, -1.5], [5.3, 1.4, 2.8], [0.4, 0.5, 0.7], [1.6, 0.8, 0.0], [-0.2, -0.3, 0.2], [0.4, 0.5, -0.5], [-0.7, -0.3, -0.3], [0.9, 1.1, -0.9], [-0.3, 1.0, -0.7], [-1.4, -0.1, -0.7], [-0.1, 1.0, -0.4], [0.6, 0.7, 0.2], [0.0, -0.5, -0.9], [-0.9, -0.8, -0.5], [-0.6, -0.2, 0.5], [-2.2, -1.7, -0.8], [1.6, -0.3, -0.3], [1.3, 0.2, 0.0], [0.6, 0.1, -1.2], [0.5, 0.0, 2.7], [2.4, 2.0, 2.0], [-0.2, -2.7, 0.8], [-2.4, 1.8, 0.2], [2.3, -0.2, -2.4], [-1.2, 1.8, 0.3], [0.5, 2.3, -0.1], [4.2, -1.9, -0.5], [-0.8, 3.0, 0.0], [-0.8, 1.3, 0.4], [-2.1, -1.0, 2.1], [0.1, 0.4, -1.4], [1.2, 1.3, 1.3], [-0.3, 1.5, 0.4], [1.0, -0.8, -1.4], [2.3, 4.9, 4.7], [-3.3, 0.2, 0.4], [3.9, 2.6, -4.7], [0.2, 0.3, 0.6], [-1.0, 0.0, 1.0], [0.8, -0.9, -1.9], [3.2, -1.1, 0.5], [-0.4, 0.3, -0.4], [-0.1, 0.1, -0.6], [-0.1, 0.0, 0.1]]}

***

Relative energy (zero: lowest compared OMol25 entry of this formula, charge and spin) (kJ/mol)
168.1 212.2 294.0 165.9 0.0 0.0